A 6-piece molecular cluster, C14H43N3O6 overall in a non-equilibrium geometry. Source: OMol25; level of theory: ωB97M-V/def2-TZVPD.

XYZ file:
```
66
Properties=species:S:1:pos:R:3:forces:R:3:nbo_charge:R:1
C 2.5306 0.4017 -0.5385 0.22 -0.21 0.27 -0.252
O 3.3796 1.3453 0.1004 -0.48 -0.31 -0.29 -0.564
C 4.7361 1.1140 -0.1399 1.69 0.26 0.23 -0.069
C 5.5303 2.3393 0.2767 -0.56 0.98 0.27 -0.063
C 7.0101 2.2396 -0.0436 -0.28 -1.73 -0.02 -0.611
N 5.3298 2.6081 1.7276 0.18 0.41 -0.82 -0.844
H 2.8756 -0.6146 -0.3227 0.00 -0.03 -0.14 0.175
H 2.5108 0.5734 -1.6171 -0.05 -0.04 -0.02 0.176
H 1.5319 0.4916 -0.1115 -0.03 0.16 -0.09 0.199
H 5.1909 0.3131 0.4655 -0.67 -0.37 0.03 0.171
H 4.9558 0.8788 -1.1880 -0.30 0.06 -0.09 0.170
H 5.1432 3.1942 -0.2992 -0.17 -0.12 -0.06 0.160
H 7.1197 2.1206 -1.1241 0.30 0.47 -0.02 0.201
H 7.3648 1.2861 0.3731 0.13 0.16 0.10 0.202
H 7.6351 3.0109 0.3926 -0.19 0.32 -0.19 0.223
H 5.3556 3.6240 1.7309 0.14 -0.02 0.74 0.347
H 4.3782 2.3925 2.0174 -0.02 -0.11 -0.09 0.384
C -3.9192 0.4056 -4.6444 -0.99 0.48 -0.33 -0.242
O -4.0231 -0.3143 -3.4560 0.60 -0.72 0.51 -0.549
C -4.3121 0.4972 -2.3343 -0.04 0.16 -0.68 -0.065
C -4.5617 -0.3419 -1.1117 -0.76 0.48 0.34 -0.071
C -5.1597 0.5571 -0.0188 0.84 0.00 -0.31 -0.609
N -3.3175 -0.9833 -0.6878 -0.47 0.41 -0.15 -0.865
H -4.9258 0.7698 -4.9081 0.13 0.09 -0.16 0.161
H -3.5957 -0.2534 -5.4439 0.22 -0.07 0.08 0.198
H -3.2824 1.2944 -4.5775 0.28 -0.16 0.11 0.159
H -3.4591 1.1673 -2.1582 -0.13 0.13 0.11 0.164
H -5.2034 1.0880 -2.5880 0.04 0.14 0.29 0.171
H -5.3787 -1.0376 -1.3516 0.36 -0.33 -0.19 0.173
H -5.1354 0.0213 0.9294 -0.40 0.07 0.05 0.215
H -6.1569 0.8573 -0.3337 -0.16 -0.09 0.35 0.210
H -4.5597 1.4620 0.1133 0.04 -0.04 0.02 0.210
H -2.8804 -1.3388 -1.5303 0.17 -0.45 0.27 0.380
H -3.5268 -1.7241 -0.0305 0.19 -0.29 -0.24 0.373
C -1.3738 -6.0457 0.6243 -0.76 -0.40 -0.47 -0.247
O -1.3629 -4.7587 1.1667 0.13 0.30 0.07 -0.546
C -0.4602 -4.6145 2.2497 -0.06 -0.57 -0.19 -0.066
C -0.2894 -3.1484 2.5681 0.28 0.89 -0.40 -0.075
C 0.2680 -2.3788 1.3722 0.18 -0.22 -0.34 -0.613
N 0.5523 -2.8684 3.7222 -0.18 -0.44 0.62 -0.818
H -0.4156 -6.3522 0.1919 0.14 0.06 0.25 0.166
H -2.1052 -6.0508 -0.1883 0.10 0.15 -0.02 0.189
H -1.7453 -6.8019 1.3286 0.34 0.04 0.20 0.164
H -0.8436 -5.1792 3.1122 0.05 0.10 0.08 0.162
H 0.5055 -5.0634 1.9696 0.07 0.12 0.08 0.156
H -1.2789 -2.7199 2.7552 -0.01 -0.11 0.26 0.187
H 1.1549 -2.8722 0.9560 -0.08 -0.15 0.03 0.188
H 0.5870 -1.3737 1.6400 -0.29 0.06 0.21 0.236
H -0.4855 -2.3221 0.5868 0.12 0.03 -0.07 0.214
H 0.1766 -3.3194 4.5516 -0.03 0.11 0.01 0.352
H 1.4932 -3.2359 3.6278 0.00 0.05 -0.31 0.351
C 1.1916 3.0264 2.4863 0.09 -0.37 -0.05 -0.252
O 2.2107 2.0384 2.4995 -0.05 0.00 0.08 -0.749
H 1.4889 3.8833 1.8746 -0.12 0.09 0.03 0.154
H 0.2564 2.5966 2.1157 -0.08 0.16 -0.02 0.175
H 1.0392 3.3438 3.5155 0.00 0.09 -0.01 0.179
H 2.3443 1.7246 1.5939 0.19 0.12 0.20 0.485
C -1.3773 3.4331 -2.2496 -0.11 0.34 -1.79 -0.249
O -0.2463 3.9142 -3.0036 -0.02 -0.24 0.66 -0.721
H -2.1381 4.2165 -2.2848 -0.12 -0.06 0.63 0.169
H -1.7862 2.5974 -2.8264 -0.12 -0.30 0.53 0.156
H -1.1095 3.1341 -1.2443 0.21 0.17 0.04 0.186
H -0.5437 3.9201 -3.9164 0.19 0.11 -0.07 0.460
O -1.4610 0.7047 0.8911 0.18 0.15 0.37 -0.963
H -2.1158 0.0134 0.7108 0.04 0.12 -0.38 0.492
H -1.3107 1.1136 0.0356 -0.09 -0.09 -0.10 0.457
```
Forces are in eV/Å.

Summary:
LUMO level ... 0.0171 Ha
Energy relative to the best compared isomer or geometry (same formula, charge and spin) ... 132.2 kJ/mol
Frontier orbital gap ... 9.40 eV
HOMO ... -0.3283 Eh
DFT total energy ... -31968.0640 eV
Structure (SMILES) ... COC[C@H](C)N.COC[C@H](C)N.COC[C@H](C)N.CO.CO.O



A 10-piece molecular cluster, C14H43NO15 overall in a non-equilibrium geometry. Source: OMol25; level of theory: ωB97M-V/def2-TZVPD.

XYZ file:
```
73
Properties=species:S:1:pos:R:3:forces:R:3:mulliken_spin:R:1
C 25.4604 20.4320 -14.5687 0.03 0.85 0.56 0.013
O 24.0554 20.5259 -14.7118 -0.11 -0.35 -0.40 -0.006
H 25.6834 19.6844 -13.8074 0.01 -0.17 -0.34 0.002
H 25.9688 20.2741 -15.5198 0.07 -0.49 -0.01 0.000
H 25.8246 21.3805 -14.1740 0.26 0.13 0.14 -0.002
H 23.9133 21.0628 -15.4949 -0.28 0.08 0.08 0.001
C 24.0797 25.8485 -9.3521 -1.00 1.26 1.87 0.024
O 25.1266 26.0273 -10.2589 0.33 -0.86 -1.72 -0.004
H 24.1831 25.0690 -8.5973 0.69 0.01 -0.09 -0.002
H 23.9801 26.8512 -8.9363 -0.36 0.00 0.99 0.001
H 23.0656 25.6642 -9.7067 0.44 -0.24 -1.35 -0.009
H 25.8785 26.4273 -9.8158 -0.18 -0.19 0.16 0.001
C 21.4403 18.6359 -7.9795 -1.13 0.35 0.83 0.007
O 21.4418 17.2336 -7.7279 0.25 -0.51 -0.29 0.003
H 20.4746 18.9699 -7.6000 -0.20 0.60 0.12 0.000
H 22.2103 19.0969 -7.3609 0.25 0.43 -0.81 0.003
H 21.3998 18.9102 -9.0336 0.87 -0.37 0.12 -0.003
H 21.3653 17.2069 -6.7714 0.05 -0.46 -0.02 0.000
C 28.2302 20.0073 -8.3793 -0.36 -0.66 -0.04 -0.009
O 28.3521 20.1040 -6.9718 -0.25 0.10 0.47 -0.001
H 27.5183 19.2635 -8.7372 -0.27 -0.55 0.54 0.017
H 27.7366 20.9144 -8.7283 0.96 0.36 -0.11 0.001
H 29.1848 19.6868 -8.7965 0.07 0.83 -0.52 0.000
H 28.6930 19.2968 -6.5797 -0.03 -0.12 -0.31 0.001
C 28.9257 20.8523 -13.5240 -0.78 -1.21 0.60 0.000
O 28.7836 20.5671 -12.1156 1.11 0.90 -0.71 0.002
H 29.9570 20.8716 -13.8762 0.28 0.31 0.73 0.000
H 28.5232 20.0090 -14.0852 -0.42 0.06 -0.25 0.000
H 28.4175 21.7711 -13.8163 -0.03 0.07 0.09 0.000
H 28.0438 19.9931 -11.9037 -0.19 -0.21 -0.37 0.001
C 26.6150 17.2005 -12.0929 0.39 -0.19 -0.20 0.000
O 27.3711 17.9008 -11.1016 -0.25 -0.17 -0.60 0.005
H 26.2398 16.2570 -11.6967 -0.30 0.06 0.06 0.000
H 25.8181 17.8003 -12.5325 -0.24 0.04 0.32 0.001
H 27.2616 16.9274 -12.9268 0.35 0.16 0.15 0.000
H 26.7781 18.0032 -10.3536 -0.04 0.23 0.22 0.001
C 26.0663 24.7261 -13.5182 -0.30 -0.01 -0.89 0.001
O 25.4238 24.0512 -12.4763 0.31 -0.29 -0.19 -0.009
H 26.9897 24.2330 -13.8222 0.35 -0.08 0.54 0.000
H 25.4764 24.6599 -14.4324 -0.44 0.11 -0.22 0.000
H 26.2545 25.7900 -13.3744 0.10 0.03 0.45 0.000
H 25.0295 24.6607 -11.8481 0.14 0.29 0.36 0.005
C 25.3883 21.4771 -10.6269 -0.60 -0.40 1.16 -0.063
N 24.5028 21.7143 -9.4328 3.39 0.27 -3.02 0.451
O 23.7716 20.7890 -9.0844 -2.21 -3.18 0.81 0.234
O 24.4532 22.8517 -8.9438 -0.15 3.71 1.41 0.236
H 24.7573 21.3581 -11.5076 -0.04 -0.50 -0.15 0.038
H 25.9123 20.5818 -10.2922 0.04 -0.56 -0.76 0.051
H 26.1487 22.2080 -10.9020 -0.45 0.42 0.69 0.010
C 26.5322 22.3726 -6.0335 -0.78 0.32 -1.46 0.002
O 26.6053 23.0164 -4.7711 0.49 0.68 1.16 0.003
C 27.3727 24.1374 -4.6792 -0.47 -3.05 -0.18 0.006
O 27.8760 24.7053 -5.5889 0.51 1.21 -0.72 -0.001
O 27.5856 24.3105 -3.3816 0.63 0.49 1.62 0.000
C 28.5700 25.2590 -2.9582 -0.38 1.58 -0.64 0.000
H 25.7309 22.8454 -6.6014 0.33 0.26 -0.50 -0.009
H 26.1919 21.3380 -5.9919 0.31 0.05 0.94 0.004
H 27.4933 22.3880 -6.5476 -0.16 0.18 0.02 -0.008
H 28.3261 26.2425 -3.3598 -0.21 0.08 -0.24 0.000
H 29.5973 25.1186 -3.2944 -0.13 -0.86 -0.09 0.000
H 28.5484 25.4262 -1.8813 -0.24 -0.82 -0.02 0.000
C 30.8658 23.2182 -6.4999 0.06 0.14 0.86 0.000
O 30.1656 22.8258 -7.7055 1.20 1.36 0.81 -0.001
C 29.8537 23.8726 -8.4744 -1.65 1.43 -1.32 0.001
O 30.1225 25.0636 -8.3151 -0.16 -2.39 -0.20 0.000
O 29.0574 23.3721 -9.4717 1.77 0.25 1.27 -0.003
C 28.2106 24.2539 -10.2068 -0.20 -0.33 0.64 0.000
H 30.5839 22.4815 -5.7477 0.11 0.02 -0.15 0.000
H 30.6598 24.2197 -6.1224 -1.13 -0.05 -0.37 0.000
H 31.9491 23.3321 -6.5391 0.23 -0.91 -0.90 0.000
H 27.6310 23.5128 -10.7572 -0.21 0.76 -0.30 0.001
H 28.7318 24.9830 -10.8272 0.22 -0.25 -0.08 0.001
H 27.6025 24.7811 -9.4717 -0.28 0.02 -0.26 0.002
```
Forces are in eV/Å.

Summary:
LUMO level (alpha / beta) ... 0.0930 / 0.0929 Ha
Total charge ... -1
Frontier orbital gap (alpha / beta) ... 3.14 / 6.82 eV
2S+1 ... 2
HOMO (alpha / beta) ... -0.0225 / -0.1576 Eh
DFT total energy ... -47410.3002 eV